No. 1
The following is a quantum chemistry calculation of C16H35ClNNaO5S5 as an isolated structure, from OMol25.

Computed properties:
HOMO-LUMO gap = 0.1292 Eh
E_LUMO = 0.1455 Ha

Structure (ORCA input):
```
! RIJCOSX wB97M-V def2-TZVPD def2/J DEFGRID3
* xyz -2 1
Na -0.78082 -0.12350 1.19631
C 1.24331 -2.81205 3.65417
C 1.74389 -3.53251 2.42091
S 0.40974 -2.53095 0.67060
C 1.84551 -2.70511 -0.43912
C 2.03483 -1.52143 -1.39349
S 0.97211 -0.06617 -1.07032
C 2.48727 1.15889 -1.29938
C 3.39901 1.17699 -0.08292
S 2.55049 1.82879 1.39429
C 3.27166 0.77838 2.67376
C 2.86084 -0.69551 2.62465
S 1.39087 -0.95842 3.63621
H 1.68960 -3.11447 4.61454
H 0.16428 -2.96867 3.74846
H 1.36057 -4.55974 2.43457
H 2.84280 -3.58330 2.40095
H 1.72683 -3.62951 -1.01499
H 2.72471 -2.82724 0.19259
H 1.84413 -1.83523 -2.41906
H 3.07108 -1.18920 -1.34676
H 2.04754 2.14989 -1.44834
H 3.06924 0.92525 -2.19760
H 4.30659 1.77627 -0.23091
H 3.71666 0.16115 0.16202
H 2.96651 1.23173 3.62003
H 4.36319 0.86272 2.62516
H 3.67565 -1.32721 2.98247
H 2.61826 -0.99188 1.60427
O -3.96455 0.92697 1.31246
Cl -3.05707 0.75303 2.42304
O -3.65148 1.22803 3.63856
O -2.68123 -0.65399 2.53170
O -1.81510 1.51553 2.15036
C -2.54498 -1.20326 -1.78427
C -1.37025 -2.16074 -1.55536
C -1.93471 -3.49984 -1.08255
C -0.69910 -2.39512 -2.92422
N -0.48847 -1.53536 -0.57942
H -3.25418 -1.58632 -2.52833
H -2.17027 -0.24207 -2.13953
H -3.07886 -1.02978 -0.84909
H -2.64107 -3.88681 -1.82635
H -2.45333 -3.38634 -0.12916
H -1.14400 -4.23323 -0.92813
H -1.42924 -2.71316 -3.67844
H 0.05994 -3.17390 -2.84674
H -0.22323 -1.47625 -3.26709
C -0.99302 2.45982 -3.06480
C -1.68177 3.09805 -1.87006
S -0.47563 3.50521 -0.61020
O 0.36762 4.61836 -1.17727
C -1.53050 4.36361 0.60430
C -3.03789 4.22918 0.52398
H -1.73256 2.23458 -3.83484
H -0.49341 1.53699 -2.77907
H -0.24920 3.14012 -3.47962
H -2.39696 2.41459 -1.40871
H -2.18537 4.02901 -2.14840
H -1.20655 5.39792 0.45812
H -1.17414 4.01778 1.57074
H -3.43489 4.63395 -0.40769
H -3.48402 4.79237 1.34527
H -3.36687 3.20311 0.62774
*
```

Atom-resolved charges from Mulliken, all expressed in e: Na 0.65; C -0.16; C -1.30; S -0.11; C -0.98; C -1.56; S 0.56; C -1.28; C -0.51; S -0.08; C -0.91; C 0.54; S -0.15; H 0.34; H 0.29; H 0.31; H 0.24; H 0.42; H 0.54; H 0.53; H 0.69; H 0.41; H 0.44; H 0.55; H 0.26; H 0.42; H 0.34; H 0.38; H -0.83; O -0.67; Cl 1.89; O -0.74; O -0.70; O -0.67; C -1.41; C 1.68; C -1.93; C -1.87; N -0.63; H 0.43; H 0.00; H 0.32; H 0.47; H 0.30; H 0.39; H 0.52; H 0.29; H 0.22; C -1.20; C -0.53; S 0.98; O -0.82; C -0.76; C -0.98; H 0.39; H 0.14; H 0.45; H 0.40; H 0.38; H 0.56; H 0.27; H 0.33; H 0.36; H 0.11

No. 2
The following is a quantum chemistry calculation of a 6-piece molecular cluster, C16H35F9NO9 overall, from OMol25.

Computed properties:
HOMO-LUMO gap = 0.2539 Eh
E_LUMO = 0.0639 Ha

Structure (ORCA input):
```
! RIJCOSX wB97M-V def2-TZVPD def2/J DEFGRID3
* xyz -1 1
O 11.81034 -4.47825 -14.08942
H 11.68871 -4.42125 -15.06520
H 12.24065 -5.32585 -13.87294
H 10.84339 -4.43687 -13.69053
O 8.14700 -3.47292 -13.00694
H 8.53681 -4.25580 -12.48643
H 7.62955 -3.79981 -13.84402
H 8.94589 -2.88312 -13.20915
C 9.36528 -6.28391 -11.41903
O 8.25121 -5.43061 -11.14120
O 9.82899 -5.87610 -12.58110
C 10.34130 -6.12448 -10.15308
F 11.63648 -5.94919 -10.44901
F 10.01881 -5.12448 -9.33625
F 10.24121 -7.27595 -9.43795
C 7.22900 -5.89483 -10.22726
C 6.61671 -4.61309 -9.68344
H 5.81279 -4.86440 -8.98501
H 7.40609 -4.05622 -9.17803
H 6.22500 -3.93884 -10.44408
H 7.66171 -6.43725 -9.38901
H 6.54273 -6.43140 -10.88142
H 9.04510 -7.33267 -11.49546
C 6.05567 -4.84344 -15.28214
O 6.13226 -6.23840 -15.01468
O 7.30000 -4.32785 -15.33160
C 5.12275 -4.41557 -16.43492
F 3.81330 -4.50497 -16.03332
F 5.28477 -3.17343 -16.90101
F 5.27536 -5.28117 -17.48753
C 4.92530 -6.85777 -14.72248
C 5.20940 -8.23019 -14.05502
H 5.83909 -7.98120 -13.20192
H 4.25293 -8.61116 -13.70269
H 5.69984 -8.84221 -14.80723
H 4.25425 -7.00694 -15.57713
H 4.27426 -6.36142 -13.98463
H 5.58717 -4.38837 -14.37324
C 10.38445 -1.02920 -13.56597
O 9.38770 -1.22110 -12.55141
O 10.34270 -2.08790 -14.36752
C 10.30996 0.36182 -14.23513
F 9.15563 0.56221 -14.87156
F 10.44634 1.34250 -13.31192
F 11.30367 0.51462 -15.11984
C 9.64469 -0.65468 -11.27490
C 8.34422 -0.70657 -10.51380
H 7.51935 -0.09653 -10.86827
H 8.07094 -1.70613 -10.16756
H 8.52722 -0.32261 -9.49012
H 10.05301 0.34859 -11.32004
H 10.34929 -1.30025 -10.74050
H 11.35780 -1.11601 -13.03136
C 4.45109 3.48138 -13.28064
C 4.98755 2.17978 -13.85211
C 4.16939 0.94740 -13.40081
O 4.59632 -0.21407 -14.09212
C 5.71249 -0.83357 -13.48616
N 4.85361 2.28465 -15.30954
H 4.60518 3.51813 -12.19499
H 3.39718 3.66175 -13.50375
H 4.98176 4.34501 -13.68289
H 6.04134 2.04639 -13.60705
H 3.12992 1.06299 -13.72624
H 4.13542 0.77395 -12.31808
H 5.74556 -1.86983 -13.84358
H 5.71192 -0.89690 -12.39168
H 6.67656 -0.43224 -13.82888
H 5.39323 1.55804 -15.77085
H 3.90328 2.13558 -15.62950
*
```

Atom-resolved charges from Mulliken, all expressed in e: O -0.34; H 0.43; H 0.43; H 0.48; O 0.30; H 0.22; H 0.44; H 0.17; C -0.02; O -0.39; O -0.93; C 0.72; F -0.29; F -0.26; F -0.30; C -0.17; C -1.06; H 0.46; H 0.24; H 0.13; H 0.33; H 0.11; H 0.25; C 0.33; O -0.26; O -0.89; C 0.67; F -0.29; F -0.25; F -0.31; C -0.32; C -1.08; H 0.11; H 0.39; H 0.33; H 0.31; H 0.32; H -0.02; C 0.06; O -0.11; O -0.95; C 0.75; F -0.26; F -0.30; F -0.29; C -0.40; C -0.91; H 0.22; H -0.05; H 0.46; H 0.36; H 0.30; H 0.15; C -1.58; C 0.61; C -0.67; O -0.33; C -0.05; N -0.74; H 0.36; H 0.30; H 0.39; H 0.25; H 0.28; H 0.37; H -0.26; H 0.24; H 0.22; H 0.31; H 0.27

No. 3
The following is a quantum chemistry calculation of a 2-piece molecular cluster, C16H35FN2O8 overall, from OMol25.

Computed properties:
SMILES = CCOCCO[C@](CN)(NCOO)[C@@H](CCCF)OC.CCOC(=O)OC
HOMO-LUMO gap = 0.3598 Eh
E_LUMO = 0.0230 Ha

Structure (ORCA input):
```
! RIJCOSX wB97M-V def2-TZVPD def2/J DEFGRID3
* xyz 0 1
C -2.65367 -1.61530 -0.29933
C -2.64035 -1.04173 1.16352
O -1.30372 -1.04491 1.64330
C -0.61639 0.14638 1.29000
C 0.87838 -0.09042 0.96436
O 1.10451 -1.13700 0.02074
C 2.04239 -0.81452 -0.95524
C 3.43043 -0.37420 -0.31861
N 3.75990 -1.07360 0.93818
N 1.67777 0.35583 -1.78550
C 0.29029 0.39834 -2.17503
O 0.05304 1.73889 -2.68992
O -1.33996 1.99461 -2.57911
C 2.40059 -2.01623 -1.92914
C 3.13795 -3.21836 -1.27100
C 2.35335 -4.05293 -0.21956
C 1.66576 -5.33325 -0.82972
F 0.36860 -5.40677 -0.35839
O 1.39191 -2.36779 -2.84698
C 0.20397 -2.89403 -2.28458
H -3.49926 -2.30821 -0.44806
H -2.71224 -0.77471 -1.01832
H -1.70591 -2.16623 -0.43800
H -3.09566 -0.02669 1.15607
H -3.24729 -1.64691 1.85990
H -0.62430 0.79753 2.19723
H -1.14843 0.73635 0.51265
H 1.37324 -0.38591 1.91243
H 1.29914 0.88897 0.66090
H 3.39823 0.72016 -0.14499
H 4.26418 -0.55134 -1.03522
H 3.18438 -1.89398 1.09397
H 4.70888 -1.41690 0.84883
H 2.27722 0.42664 -2.59722
H 0.01800 -0.28258 -3.01971
H -0.43313 0.25829 -1.35851
H -1.72119 1.48589 -3.31116
H 3.18553 -1.55465 -2.56891
H 3.40216 -3.90677 -2.10746
H 4.11422 -2.94392 -0.83057
H 1.58511 -3.52004 0.36431
H 3.08791 -4.45078 0.51427
H 2.20857 -6.22906 -0.48073
H 1.70691 -5.30065 -1.93585
H 0.17986 -3.02700 -1.19216
H -0.67426 -2.27319 -2.56361
H 0.01989 -3.89644 -2.73356
C -1.74413 3.52386 0.20449
C -1.88996 5.02095 0.38024
O -2.96275 5.33539 1.27837
C -2.67501 5.20962 2.57291
O -1.61774 4.87999 3.03637
O -3.77544 5.50341 3.26955
C -3.62671 5.33786 4.67881
H -2.69521 3.07816 -0.09349
H -0.99439 3.29515 -0.55191
H -1.44576 3.04805 1.14050
H -2.14539 5.47890 -0.57505
H -0.95868 5.47723 0.71901
H -2.76031 5.88286 5.05137
H -3.54379 4.27884 4.92431
H -4.52121 5.73885 5.14999
*
```

Atom-resolved charges from Mulliken, all expressed in e: C -0.47; C -0.36; O -0.46; C -0.11; C -0.63; O -0.18; C 0.35; C -1.40; N -0.60; N -0.25; C 0.11; O -0.31; O -0.33; C 0.19; C -1.29; C -0.21; C -0.59; F -0.32; O -0.47; C -0.34; H 0.45; H 0.13; H -0.22; H 0.21; H 0.39; H 0.47; H -0.08; H 0.33; H 0.33; H 0.45; H 0.39; H 0.28; H 0.37; H 0.46; H 0.11; H 0.03; H 0.30; H 0.60; H 0.56; H 0.42; H 0.13; H 0.47; H 0.32; H 0.28; H -0.16; H 0.32; H 0.32; C -0.55; C -0.57; O -0.36; C 0.81; O -0.56; O -0.35; C -0.64; H 0.29; H 0.23; H 0.17; H 0.35; H 0.34; H 0.29; H 0.29; H 0.23